Here is 2 unconnected molecules or ions with the total composition C4H10 from OMol25. Energies are from the ωB97M-V functional and the def2-TZVPD basis.

Each line ends with the natural charge from an NBO analysis.
Element x y z (Å)
C (1.802, 0.426, 0.182)  -0.870
C (-0.802, -0.609, 0.265)  -0.154
C (-0.859, -0.391, -1.221)  -0.661
C (-1.338, 0.212, 1.164)  -0.431
H (1.908, 1.213, -0.571)  0.209
H (2.532, 0.531, 0.984)  0.211
H (1.935, -0.553, -0.302)  0.203
H (-0.241, -1.482, 0.603)  0.200
H (-1.754, -0.893, -1.596)  0.227
H (0.003, -0.808, -1.755)  0.218
H (-0.933, 0.672, -1.477)  0.216
H (-1.267, 0.013, 2.230)  0.202
H (-1.799, 1.149, 0.857)  0.191
H (0.812, 0.521, 0.638)  0.239

Values from the calculation:
* E_tot: -158.3498 a.u.
* lowest unoccupied orbital energy: 1.2 eV
* HOMO-LUMO gap: 10.50 eV
* SMILES: C=CC.C
* spin multiplicity: 1
* HOMO energy: -9.3 eV